[1]
A 14-piece molecular cluster, C27H44N13O5P2 overall at a distorted geometry. Source: the OMol25 dataset; level of theory: wB97M-V/def2-TZVPD.

## Properties
Kohn-Sham gap, eV: 4.62
Net charge: -1
Spin multiplicity: 1
E, eV: -76887.575

Last column: Löwdin charge in e.
Cartesian coordinates (Å):
1 O -3.1650 -0.3989 2.8154  -0.506
2 P -3.6868 1.0820 3.1797  0.582
3 O -4.1910 1.8109 1.6803  -0.306
4 O -5.0509 0.8121 4.2793  -0.314
5 C -2.2330 1.9960 4.0550  -0.525
6 P -1.1084 2.9117 2.8005  0.722
7 O 0.2174 1.8445 2.2914  -0.451
8 O -0.2670 4.1207 3.7931  -0.434
9 H -4.4261 2.7805 1.7885  0.038
10 H -5.3452 -0.1426 4.1861  0.051
11 H -1.5526 1.1421 4.5261  -0.004
12 H -0.2415 1.1263 1.7599  0.018
13 H -0.1155 3.6127 4.6611  0.034
14 C 2.6240 3.0891 -0.3907  -0.124
15 C 2.0410 1.7053 -0.1544  -0.154
16 N 1.5574 0.5574 0.0415  0.092
17 H 3.2113 3.0937 -1.3130  -0.007
18 H 1.8182 3.8231 -0.4778  0.085
19 H 3.2714 3.3685 0.4452  0.065
20 C -0.3139 -1.5414 -2.6122  -0.088
21 C 0.5396 -1.7081 -3.8588  -0.206
22 N 1.2477 -1.8464 -4.8929  0.063
23 H -0.6236 -2.5213 -2.2386  0.052
24 H 0.2584 -1.0283 -1.8344  0.054
25 H -1.2047 -0.9518 -2.8463  0.065
26 C 3.3945 -2.0854 0.6626  -0.077
27 C 3.8092 -3.2834 -0.1761  -0.195
28 N 4.1532 -4.2771 -0.8719  0.063
29 H 4.2802 -1.5949 1.0755  0.083
30 H 2.8464 -1.3692 0.0442  0.024
31 H 2.7516 -2.4108 1.4851  0.061
32 C 3.4938 1.1626 -4.4565  -0.081
33 C 3.0875 2.5403 -3.9591  -0.184
34 N 2.7506 3.6831 -3.5465  0.096
35 H 4.1609 1.2588 -5.3175  0.073
36 H 4.0127 0.6179 -3.6630  0.051
37 H 2.6065 0.5974 -4.7549  0.048
38 C -8.0260 0.5494 1.4873  -0.074
39 C -7.3727 1.8709 1.8578  -0.195
40 N -6.8309 2.9672 2.1651  0.108
41 H -8.8938 0.3699 2.1279  0.070
42 H -8.3526 0.5745 0.4441  0.070
43 H -7.3121 -0.2687 1.6174  0.078
44 C -6.5604 5.0111 5.8958  -0.115
45 C -5.2573 4.8006 5.1419  -0.206
46 N -4.1764 4.6259 4.5166  0.117
47 H -7.2918 4.2565 5.5938  0.069
48 H -6.3860 4.9276 6.9720  0.056
49 H -6.9619 6.0042 5.6760  0.046
50 C -4.0682 -2.7302 -3.8662  -0.076
51 C -3.5052 -2.5108 -2.4714  -0.201
52 N -3.0383 -2.3288 -1.3144  0.123
53 H -3.9960 -3.7875 -4.1353  0.016
54 H -5.1179 -2.4257 -3.8967  0.076
55 H -3.5046 -2.1386 -4.5930  0.074
56 C -4.0687 7.9633 7.2556  -0.066
57 C -5.5420 7.6817 7.5022  -0.197
58 N -6.7641 7.4482 7.7066  0.089
59 H -3.5878 7.0812 6.8239  0.075
60 H -3.9604 8.8027 6.5633  0.078
61 H -3.5740 8.2130 8.1983  0.074
62 C -1.0690 -5.6321 -4.8703  -0.071
63 C -2.5423 -5.9137 -4.6237  -0.199
64 N -3.7644 -6.1472 -4.4192  0.093
65 H -0.5881 -6.5142 -5.3020  0.075
66 H -0.9607 -4.7927 -5.5626  0.076
67 H -0.5744 -5.3824 -3.9276  0.074
68 C 5.4777 6.6939 -3.0563  -0.080
69 C 4.8850 5.8281 -1.9564  -0.173
70 N 4.3934 5.1099 -1.0441  0.122
71 H 5.9695 6.0639 -3.8025  0.073
72 H 4.6869 7.2713 -3.5431  0.075
73 H 6.2127 7.3837 -2.6324  0.071
74 C 3.6379 -7.1154 -2.9319  -0.098
75 C 4.0526 -8.3134 -3.7706  -0.219
76 N 4.3966 -9.3071 -4.4663  0.070
77 H 4.5236 -6.6249 -2.5189  0.048
78 H 3.0898 -6.3993 -3.5503  0.072
79 H 2.9950 -7.4409 -2.1093  0.075
80 C 3.9680 -5.4226 3.3243  -0.084
81 C 3.5616 -4.0449 3.8217  -0.211
82 N 3.2247 -2.9021 4.2343  0.104
83 H 4.6351 -5.3263 2.4633  0.065
84 H 4.4869 -5.9673 4.1178  0.071
85 H 3.0807 -5.9878 3.0258  0.076
86 C 7.1745 -3.7567 -3.6683  -0.079
87 C 6.5609 -2.3769 -3.8419  -0.194
88 N 6.0518 -1.2323 -3.9858  0.097
89 H 7.7031 -3.8120 -2.7128  0.076
90 H 6.3902 -4.5184 -3.6862  0.065
91 H 7.8818 -3.9547 -4.4785  0.073

[2]
C22H49BrN3O6S2 as an isolated structure at a distorted geometry. Source: the OMol25 dataset; level of theory: wB97M-V/def2-TZVPD.

## Properties
Kohn-Sham gap, eV: 8.15
Net charge: -1
Spin multiplicity: 1
E, eV: -132078.078

Last column: Löwdin charge in e.
Cartesian coordinates (Å):
1 C -2.3408 -1.9963 3.5508  0.014
2 C -3.2347 -3.1390 3.1689  -0.468
3 O -3.2141 -4.2238 3.7514  0.086
4 O -4.1170 -2.9310 2.1339  -0.027
5 C -3.4998 -2.8697 0.8503  -0.208
6 C -4.4589 -2.3023 -0.1717  -0.161
7 C -5.1408 -0.9981 0.2260  -0.188
8 C -4.2681 -0.0534 1.0321  -0.227
9 C -3.3452 0.7778 0.1456  -0.245
10 S -1.9798 1.4323 1.0850  0.480
11 O -2.6375 2.0658 2.2080  -0.343
12 O -1.2721 2.3813 0.2675  -0.329
13 N -1.0972 0.2240 1.6720  -0.314
14 S 0.1314 -0.3279 0.7920  0.496
15 O 0.6588 -1.4732 1.5018  -0.349
16 O 1.1331 0.6502 0.4718  -0.324
17 C -0.4401 -0.9411 -0.8100  -0.282
18 C 0.1538 -2.3177 -1.1463  -0.729
19 C -0.9263 -3.3556 -1.3363  -0.150
20 Br 1.2084 -2.1680 -2.8034  0.691
21 H -2.8530 -1.0447 3.5742  0.080
22 H -1.5403 -1.9129 2.8213  0.055
23 H -1.8918 -2.1663 4.5166  0.090
24 H -2.5498 -2.3428 0.8640  0.101
25 H -3.2833 -3.8961 0.5558  0.123
26 H -5.2345 -3.0521 -0.2994  0.112
27 H -3.9411 -2.2354 -1.1228  0.100
28 H -5.4446 -0.4653 -0.6719  0.110
29 H -6.0460 -1.2189 0.7769  0.108
30 H -3.7323 -0.5361 1.8354  0.069
31 H -4.9201 0.6615 1.5196  0.113
32 H -3.8932 1.6621 -0.1519  0.102
33 H -3.0144 0.2598 -0.7464  0.082
34 H -0.1126 -0.2301 -1.5500  0.068
35 H -1.5181 -0.9929 -0.8352  0.055
36 H 0.8459 -2.6571 -0.3932  0.069
37 H -1.2759 -3.7299 -0.3815  0.069
38 H -1.7855 -2.9431 -1.8542  0.070
39 H -0.5882 -4.1963 -1.9299  0.061
40 C 4.4390 -4.4288 -3.9300  -0.091
41 C 4.8701 -4.3564 -5.3869  -0.278
42 N 4.5239 -3.0967 -6.0150  -0.199
43 C 4.6542 -3.1164 -7.4589  -0.255
44 C 6.0519 -3.3174 -8.0594  -0.090
45 C 5.0191 -1.9053 -5.3476  -0.243
46 C 6.5317 -1.7789 -5.1225  -0.082
47 H 3.3787 -4.2007 -3.8248  0.041
48 H 4.6092 -5.4349 -3.5435  0.072
49 H 5.0041 -3.7404 -3.3009  0.068
50 H 4.3574 -5.1537 -5.9323  0.116
51 H 5.9480 -4.5797 -5.4510  0.099
52 H 4.2263 -2.1927 -7.8579  0.110
53 H 4.0069 -3.9162 -7.8337  0.108
54 H 6.6713 -2.4276 -7.9557  0.053
55 H 5.9649 -3.5233 -9.1289  0.066
56 H 6.5761 -4.1592 -7.6062  0.064
57 H 4.5280 -1.8383 -4.3738  0.097
58 H 4.6614 -1.0297 -5.8941  0.115
59 H 6.9672 -2.6966 -4.7249  0.065
60 H 6.7256 -0.9869 -4.3967  0.072
61 H 7.0638 -1.5127 -6.0352  0.051
62 C 0.6326 4.0138 4.0039  -0.080
63 C -0.8102 4.4913 4.0214  -0.261
64 N -1.2560 4.9380 5.3337  -0.199
65 C -2.6935 5.1002 5.4227  -0.252
66 C -3.3588 6.1704 4.5473  -0.089
67 C -0.4612 5.9819 5.9463  -0.257
68 C -0.2720 7.2968 5.1756  -0.089
69 H 0.7976 3.2463 4.7613  0.080
70 H 0.8592 3.5815 3.0291  0.078
71 H 1.3412 4.8290 4.1739  0.060
72 H -1.4360 3.6505 3.7175  0.098
73 H -0.9382 5.2684 3.2518  0.106
74 H -2.9595 5.2820 6.4696  0.106
75 H -3.1447 4.1352 5.1747  0.112
76 H -3.1641 7.1783 4.9152  0.049
77 H -4.4424 6.0299 4.5578  0.066
78 H -3.0315 6.1088 3.5098  0.068
79 H 0.5312 5.5705 6.1517  0.098
80 H -0.8779 6.2018 6.9339  0.109
81 H -0.0124 7.1245 4.1307  0.065
82 H 0.5440 7.8697 5.6240  0.065
83 H -1.1607 7.9259 5.2110  0.049

[3]
C49H33CdClF5N4O2S2 as an isolated structure. Source: the OMol25 dataset; level of theory: wB97M-V/def2-TZVPD.

## Properties
Kohn-Sham gap, eV: 6.01
Net charge: -1
Spin multiplicity: 1
E, eV: -113750.963
ΔE to the lowest compared entry with this formula, charge and spin, kJ/mol: 0.0

Last column: Löwdin charge in e.
Cartesian coordinates (Å):
1 Cd -0.0988 0.7715 -0.1828  1.362
2 C 1.0161 0.3658 4.3849  -0.106
3 O 0.1339 -0.7048 3.9748  -0.012
4 C -0.0822 -0.4935 2.6676  -0.407
5 N 0.5676 0.4200 2.0802  0.097
6 C 1.5083 0.9754 3.0613  -0.299
7 C 1.6268 2.4786 3.0355  -0.163
8 C 1.8638 3.1858 4.2101  -0.041
9 C 2.0316 4.5637 4.1901  -0.091
10 C 1.9695 5.2543 2.9904  -0.102
11 C 1.7520 4.5544 1.8116  -0.074
12 C 1.5860 3.1792 1.8332  -0.049
13 C -1.0686 -1.3781 2.0128  -0.195
14 C -1.6771 -2.4278 2.6889  0.026
15 C -2.5774 -3.2181 1.9886  -0.025
16 C -2.8294 -2.9377 0.6543  0.020
17 C -2.1587 -1.8693 0.0753  -0.194
18 N -1.3034 -1.1159 0.7381  0.127
19 C -2.2869 -1.5250 -1.3546  -0.316
20 N -1.6255 -0.6162 -1.9213  0.137
21 C -1.8949 -0.7127 -3.3485  -0.232
22 C -3.0519 -1.7446 -3.4281  -0.064
23 O -3.1277 -2.2950 -2.0954  0.010
24 C -2.1843 0.6173 -3.9908  -0.174
25 C -2.5459 0.6545 -5.3357  -0.045
26 C -2.8115 1.8624 -5.9594  -0.093
27 C -2.7078 3.0499 -5.2449  -0.095
28 C -2.3337 3.0173 -3.9102  -0.073
29 C -2.0724 1.8056 -3.2838  -0.046
30 H 1.8132 -0.0673 4.9841  0.127
31 H 0.4252 1.0696 4.9758  0.094
32 H 2.4799 0.5351 2.8083  0.024
33 H 1.9320 2.6618 5.1554  0.106
34 H 2.2115 5.0956 5.1159  0.096
35 H 2.0963 6.3291 2.9721  0.094
36 H 1.7226 5.0774 0.8644  0.102
37 H 1.4472 2.6478 0.9008  0.064
38 H -1.4420 -2.6004 3.7278  0.124
39 H -3.0708 -4.0484 2.4756  0.111
40 H -3.5183 -3.5220 0.0650  0.120
41 H -0.9946 -1.1153 -3.8273  0.143
42 H -2.8555 -2.5654 -4.1159  0.125
43 H -4.0067 -1.2775 -3.6745  0.128
44 H -2.6160 -0.2688 -5.9014  0.114
45 H -3.0925 1.8801 -7.0049  0.096
46 H -2.9080 3.9960 -5.7311  0.096
47 H -2.2338 3.9374 -3.3496  0.108
48 H -1.7522 1.7766 -2.2479  0.053
49 F 7.2870 2.7366 0.6585  0.087
50 C 6.3925 1.7914 1.0110  -0.155
51 C 5.1205 1.7808 0.4716  -0.152
52 F 4.7713 2.7280 -0.4176  0.096
53 C 4.2136 0.8043 0.8442  -0.238
54 F 2.9929 0.8901 0.2705  0.023
55 C 4.4900 -0.2039 1.7796  -0.607
56 S 3.3386 -1.3923 2.2870  0.571
57 C 5.7959 -0.1466 2.2939  -0.251
58 F 6.1964 -1.0547 3.2027  0.050
59 C 6.7224 0.8112 1.9293  -0.155
60 F 7.9571 0.8055 2.4714  0.087
61 S 2.0700 -2.0467 -3.7350  1.087
62 C 1.8033 -3.2959 -2.5688  -0.474
63 C 2.0647 -4.6588 -2.6709  -0.102
64 C 1.7764 -5.4590 -1.5822  -0.101
65 C 1.2472 -4.9072 -0.4107  -0.082
66 C 0.9983 -3.5544 -0.3098  -0.014
67 C 1.2713 -2.7329 -1.4029  -0.294
68 N 1.0629 -1.3659 -1.4595  0.072
69 C 1.4116 -0.8705 -2.5952  -0.538
70 C 1.2709 0.5473 -2.9811  -0.295
71 C 1.6015 0.9284 -4.2832  -0.081
72 C 1.5069 2.2528 -4.6718  -0.093
73 C 1.0817 3.1985 -3.7485  -0.104
74 C 0.7299 2.8019 -2.4644  -0.172
75 C 0.7992 1.4744 -2.0396  -0.212
76 H 2.4870 -5.0765 -3.5752  0.101
77 H 1.9780 -6.5211 -1.6317  0.096
78 H 1.0567 -5.5476 0.4406  0.100
79 H 0.6302 -3.1216 0.6078  0.097
80 H 1.9388 0.1896 -5.0032  0.071
81 H 1.7620 2.5437 -5.6829  0.095
82 H 1.0105 4.2413 -4.0366  0.097
83 H 0.3718 3.5601 -1.7729  0.086
84 Cl -1.9893 1.7053 3.6041  0.754
85 C -3.1237 1.0551 2.4292  -0.589
86 C -4.1052 0.2013 2.9050  -0.143
87 C -5.0424 -0.3420 2.0399  -0.129
88 C -4.9746 0.0123 0.6935  -0.117
89 C -3.9800 0.8490 0.2325  -0.081
90 C -2.9829 1.4031 1.0706  -0.380
91 C -1.8900 2.1863 0.5558  -0.201
92 H -4.1275 -0.0300 3.9624  0.096
93 H -5.8099 -1.0086 2.4095  0.087
94 H -5.7049 -0.3798 -0.0060  0.097
95 H -3.9455 1.0992 -0.8222  0.101
96 H -1.4009 2.8199 1.2901  -0.008
97 H -2.1214 2.7313 -0.3602  0.013